# 1
8 unconnected molecules or ions with the total composition C37H90N9O9 at a distorted geometry, computed with ωB97M-V with the def2-TZVPD basis set.

Calculated values
- M (g mol⁻¹) = 805.181
- total charge = +1
- LUMO energy (eV) = -5.71

Atoms and positions in Å:
C (0.0100, 0.5795, -2.7566)
C (-0.1713, 0.9059, -4.3547)
C (-1.1756, 2.1667, -4.6862)
O (-1.0198, 2.7683, -5.8946)
O (-2.1550, 2.5750, -3.6670)
C (-3.5341, 2.5752, -4.1821)
C (-4.6189, 1.7562, -3.2659)
C (-4.4793, 0.0915, -3.4042)
C (-4.2241, -0.4164, -4.9332)
C (-4.1055, -2.0900, -4.9479)
C (-4.3179, -2.6846, -3.4417)
N (-4.5606, -1.9787, -2.1527)
N (-4.6178, -0.6218, -2.1231)
H (-0.8426, 0.9869, -2.0664)
H (-0.0158, -0.6081, -2.6486)
H (1.0149, 1.0530, -2.3872)
H (-0.6025, -0.0260, -4.9638)
H (0.8937, 1.1549, -4.7923)
H (-3.8856, 3.7153, -4.1718)
H (-3.5153, 2.2552, -5.3095)
H (-4.4313, 2.0964, -2.1390)
H (-5.7320, 2.0454, -3.5256)
H (-4.1423, 0.2356, -5.9005)
H (-3.9005, -2.7097, -5.9297)
H (-4.2798, -3.8764, -3.3656)
H (-4.6912, -2.5147, -1.2425)
C (-7.4541, -8.3250, -2.2212)
C (-6.8426, -7.1607, -1.4453)
C (-6.2652, -6.0478, -2.3505)
O (-5.0122, -6.3710, -2.9608)
C (-5.1164, -7.1962, -4.1108)
N (-5.8271, -7.6868, -0.5212)
H (-6.7015, -9.0041, -2.6302)
H (-8.0947, -8.9242, -1.5630)
H (-8.0740, -7.9640, -3.0486)
H (-7.6478, -6.7125, -0.8501)
H (-6.0657, -5.1689, -1.7194)
H (-6.9909, -5.7240, -3.1052)
H (-6.0158, -6.9800, -4.6950)
H (-5.0934, -8.2474, -3.8166)
H (-4.2415, -7.0146, -4.7415)
H (-5.4976, -6.9228, 0.0710)
H (-5.0036, -7.9289, -1.0810)
C (-0.0189, 5.0414, -2.7471)
C (-0.0902, 4.7143, -1.2573)
C (0.1996, 5.9264, -0.3419)
O (1.5817, 6.2848, -0.2531)
C (2.0602, 7.0494, -1.3489)
N (0.8177, 3.5932, -0.9730)
H (1.0073, 5.1155, -3.1165)
H (-0.5081, 4.2534, -3.3320)
H (-0.5301, 5.9843, -2.9678)
H (-1.1159, 4.3855, -1.0489)
H (-0.0994, 5.6555, 0.6817)
H (-0.4084, 6.7955, -0.6181)
H (1.3003, 7.7326, -1.7397)
H (2.4200, 6.3844, -2.1365)
H (2.9140, 7.6406, -1.0055)
H (0.6882, 3.3066, -0.0014)
H (1.7727, 3.9646, -0.9884)
C (3.0702, 10.6523, 2.6873)
C (2.4879, 9.6476, 1.6957)
C (1.0706, 10.0166, 1.1995)
O (0.0279, 9.7688, 2.1472)
C (-0.1056, 10.7682, 3.1459)
N (2.5162, 8.3091, 2.3037)
H (2.6555, 10.5448, 3.6930)
H (4.1541, 10.5119, 2.7768)
H (2.8953, 11.6806, 2.3539)
H (3.1488, 9.6399, 0.8201)
H (0.8387, 9.3773, 0.3346)
H (1.0260, 11.0498, 0.8367)
H (0.1130, 11.7690, 2.7615)
H (0.5401, 10.5335, 3.9945)
H (-1.1378, 10.7537, 3.5074)
H (2.2281, 7.6256, 1.6017)
H (1.7618, 8.2744, 2.9963)
C (-0.8560, 7.8272, 4.9738)
C (0.2589, 6.8467, 5.3301)
C (-0.0314, 6.0122, 6.5991)
O (0.1296, 6.7270, 7.8279)
C (-0.9695, 7.5567, 8.1712)
N (1.5235, 7.5877, 5.4483)
H (-0.8510, 8.7218, 5.6019)
H (-0.7436, 8.1689, 3.9379)
H (-1.8394, 7.3536, 5.0621)
H (0.3504, 6.1450, 4.4917)
H (0.7011, 5.1922, 6.6389)
H (-1.0187, 5.5384, 6.5538)
H (-1.9263, 7.1237, 7.8647)
H (-0.8381, 8.5474, 7.7316)
H (-0.9774, 7.6803, 9.2580)
H (2.2832, 6.9180, 5.5792)
H (1.4955, 8.0959, 6.3376)
C (0.2824, -4.3634, 0.9817)
C (-0.6160, -4.1763, -0.2387)
C (-0.2665, -5.1164, -1.4157)
O (0.9020, -4.7381, -2.1493)
C (2.1256, -5.1158, -1.5374)
N (-0.5768, -2.7638, -0.6454)
H (1.2646, -3.8990, 0.8607)
H (-0.1770, -3.9031, 1.8647)
H (0.4317, -5.4258, 1.2011)
H (-1.6398, -4.4136, 0.0760)
H (-1.0940, -5.0729, -2.1396)
H (-0.1984, -6.1611, -1.0915)
H (2.0468, -6.0712, -1.0101)
H (2.4592, -4.3289, -0.8581)
H (2.8828, -5.2136, -2.3206)
H (-1.2591, -2.6199, -1.3915)
H (0.3232, -2.6064, -1.1095)
C (4.0983, -11.5659, 0.0271)
C (3.5804, -10.4653, 0.9501)
C (2.3710, -9.6921, 0.3751)
O (2.7025, -8.7517, -0.6508)
C (2.8929, -9.3275, -1.9340)
N (4.6916, -9.5612, 1.2816)
H (4.6988, -11.1783, -0.8000)
H (4.7403, -12.2578, 0.5853)
H (3.2716, -12.1473, -0.3944)
H (3.2471, -10.9517, 1.8753)
H (1.9336, -9.0954, 1.1895)
H (1.5812, -10.3721, 0.0359)
H (2.2262, -10.1771, -2.1092)
H (3.9358, -9.6266, -2.0555)
H (2.6832, -8.5616, -2.6862)
H (4.3697, -8.8915, 1.9821)
H (4.8665, -8.9799, 0.4561)
C (6.0702, -0.8877, 2.0939)
C (5.4879, -1.8924, 1.1023)
C (4.0706, -1.5234, 0.6061)
O (3.0279, -1.7712, 1.5538)
C (2.8944, -0.7718, 2.5525)
N (5.5162, -3.2309, 1.7103)
H (5.6555, -0.9952, 3.0996)
H (7.1541, -1.0281, 2.1834)
H (5.8953, 0.1406, 1.7605)
H (6.1488, -1.9001, 0.2267)
H (3.8387, -2.1627, -0.2588)
H (4.0260, -0.4902, 0.2433)
H (3.1130, 0.2290, 2.1681)
H (3.5401, -1.0065, 3.4011)
H (1.8622, -0.7863, 2.9140)
H (5.2281, -3.9144, 1.0083)
H (4.7618, -3.2656, 2.4029)


# 2
A molecular structure, C43H39AsCuN5S, computed with ωB97M-V with the def2-TZVPD basis set.

Calculated values
- M (g mol⁻¹) = 796.355
- energy above the lowest of the compared OMol25 structures with the same formula, charge and spin (kcal per mole) = 11.1
- expectation value of S² = 0.754
- total charge = -1
- multiplicity = 2
- LUMO energy (spin up / spin down) (eV) = 2.39 / 2.40

Atoms and positions in Å:
Cu (0.1877, -0.4598, 0.2460)
C (3.2336, -3.6169, 0.6597)
C (2.1131, -2.8427, 1.0110)
N (1.3209, -2.3001, 0.1229)
C (1.5593, -2.5003, -1.1982)
C (2.6729, -3.2291, -1.6497)
C (3.5171, -3.7899, -0.6647)
C (2.9023, -3.3458, -3.0433)
C (2.0360, -2.7333, -3.9035)
C (0.9023, -2.0218, -3.4607)
C (0.6091, -1.9057, -2.1094)
N (-0.4236, -1.2788, -1.4816)
C (-1.6720, -1.0901, -1.9779)
C (-2.1607, -1.4516, -3.2281)
C (-3.4876, -1.1827, -3.6099)
C (-4.3644, -0.5484, -2.7799)
C (-3.9380, -0.2102, -1.4725)
C (-4.7916, 0.4214, -0.5402)
C (-4.3415, 0.6906, 0.7158)
C (-3.0356, 0.2925, 1.0611)
N (-2.2188, -0.2953, 0.2248)
C (-2.6262, -0.5119, -1.0535)
H (3.8701, -4.0129, 1.4396)
H (1.8856, -2.6302, 2.0450)
H (4.3933, -4.3467, -0.9775)
H (3.7636, -3.8959, -3.4007)
H (2.2191, -2.7869, -4.9706)
H (0.2942, -1.5193, -4.1946)
H (-1.5274, -1.9614, -3.9333)
H (-3.8037, -1.4757, -4.6046)
H (-5.3735, -0.3087, -3.0913)
H (-5.7955, 0.6913, -0.8480)
H (-4.9565, 1.1969, 1.4472)
H (-2.6577, 0.4782, 2.0586)
C (5.1211, 6.2560, 1.8990)
C (4.6027, 4.8465, 1.8095)
C (4.6078, 4.0064, 2.9124)
C (4.1022, 2.7109, 2.8601)
C (4.1352, 1.9164, 4.1370)
C (3.5682, 2.2194, 1.6548)
As (2.8966, 0.3756, 1.3106)
N (1.1872, 0.0794, 1.8844)
C (0.4409, 0.7496, 2.8369)
C (-0.5953, 0.0389, 3.4718)
C (-1.3842, 0.6185, 4.4487)
C (-1.1802, 1.9391, 4.8327)
C (-0.1791, 2.6620, 4.2002)
C (0.6149, 2.0865, 3.2202)
C (4.0580, -0.6999, 2.5202)
C (5.3394, -0.9268, 1.9863)
C (5.8188, -0.2199, 0.7430)
C (6.2062, -1.8278, 2.5971)
C (5.8388, -2.5371, 3.7296)
C (6.7655, -3.5420, 4.3598)
C (4.5803, -2.2945, 4.2590)
C (3.6878, -1.3885, 3.6880)
C (2.3763, -1.1914, 4.4022)
C (3.5760, 3.0581, 0.5232)
C (3.0254, 2.6635, -0.8244)
C (4.0850, 4.3513, 0.6264)
H (5.6788, 6.4125, 2.8224)
H (4.2984, 6.9739, 1.8791)
H (5.7778, 6.4893, 1.0595)
H (5.0100, 4.3701, 3.8528)
H (4.4399, 2.5559, 4.9659)
H (4.8270, 1.0758, 4.0803)
H (3.1493, 1.5169, 4.3691)
H (-0.7596, -0.9930, 3.1777)
H (-2.1677, 0.0313, 4.9156)
H (-1.8001, 2.3974, 5.5925)
H (-0.0230, 3.7043, 4.4531)
H (1.3495, 2.6932, 2.7100)
H (5.7630, 0.8658, 0.8468)
H (5.2072, -0.4883, -0.1224)
H (6.8544, -0.4873, 0.5306)
H (7.1926, -1.9785, 2.1695)
H (7.8015, -3.3527, 4.0778)
H (6.5182, -4.5586, 4.0441)
H (6.6976, -3.5137, 5.4482)
H (4.2805, -2.8132, 5.1649)
H (2.4355, -1.6164, 5.4055)
H (1.5417, -1.6619, 3.8820)
H (2.1030, -0.1441, 4.4920)
H (3.1564, 1.6060, -1.0447)
H (3.5127, 3.2466, -1.6069)
H (1.9527, 2.8571, -0.8696)
H (4.0695, 4.9843, -0.2553)
S (-1.4812, 3.7843, 0.1520)
C (-0.6286, 2.4260, -0.1397)
N (-0.0050, 1.4607, -0.3646)


# 3
A molecular structure, C22H28MgN4O5Se at a distorted geometry, computed with ωB97M-V with the def2-TZVPD basis set.

Calculated values
- M (g mol⁻¹) = 531.754
- LUMO energy (spin up / spin down) (eV) = -0.67 / -1.57

Atoms and positions in Å:
Mg (-0.8411, -0.8343, 0.8925)
O (-3.4550, 1.0075, -1.7930)
C (-2.7861, 0.2668, -0.8638)
O (-1.5964, 0.5540, -0.5910)
C (-3.4538, -0.8274, -0.2549)
C (-4.7433, -1.3431, -0.4939)
C (-5.1126, -2.4839, 0.1824)
C (-4.2272, -3.1145, 1.0697)
C (-2.9856, -2.5277, 1.2698)
N (-2.6486, -1.4282, 0.6402)
C (-1.8481, -3.0189, 2.1712)
O (-2.0183, -3.9972, 2.8767)
O (-0.7994, -2.3061, 2.0825)
H (-2.8948, 1.7527, -2.0549)
H (-5.4067, -0.8492, -1.1864)
H (-6.0931, -2.9054, 0.0219)
H (-4.4891, -4.0227, 1.5874)
C (2.6374, -2.1389, -2.1573)
N (1.6314, -1.2411, -2.6438)
C (0.2986, -1.3791, -2.4353)
Se (-0.5434, -2.6899, -1.5280)
N (-0.3299, -0.3608, -3.0757)
C (0.5976, 0.4800, -3.6321)
C (0.4655, 1.6642, -4.3328)
C (1.6316, 2.2822, -4.7515)
C (2.8785, 1.7282, -4.4869)
C (3.0180, 0.5342, -3.7969)
C (1.8573, -0.0881, -3.3606)
H (2.1504, -2.9068, -1.5563)
H (3.3435, -1.5887, -1.5377)
H (3.1631, -2.6049, -2.9921)
H (-1.3280, -0.2267, -3.0495)
H (-0.5074, 2.0842, -4.5366)
H (1.5700, 3.2125, -5.2934)
H (3.7629, 2.2477, -4.8220)
H (3.9958, 0.1177, -3.6135)
C (-0.4033, 2.6776, 4.9976)
N (-1.1071, 1.8867, 4.0145)
C (-2.5552, 1.8461, 3.9781)
C (-0.4515, 1.1687, 3.1102)
O (-1.0139, 0.5171, 2.2431)
H (-1.1175, 3.1915, 5.6347)
H (0.2235, 3.4267, 4.5096)
H (0.2260, 2.0444, 5.6251)
H (-2.9712, 2.4736, 4.7593)
H (-2.8999, 0.8193, 4.1146)
H (-2.9113, 2.1935, 3.0066)
H (0.6438, 1.2170, 3.1890)
C (3.4180, 1.2811, -0.2097)
C (2.8572, 0.4557, 0.9541)
C (3.8623, -0.6151, 1.3831)
C (1.5512, -0.1532, 0.5721)
H (4.3236, 1.8046, 0.0886)
H (2.6837, 2.0111, -0.5432)
H (3.6600, 0.6344, -1.0487)
H (2.7405, 1.1558, 1.8106)
H (3.9399, -1.3905, 0.6232)
H (3.5472, -1.0819, 2.3135)
H (4.8479, -0.1772, 1.5317)
H (0.8093, 0.5412, 0.1928)
H (1.2034, -0.9764, 1.1951)


# 4
2 unconnected molecules or ions with the total composition C13H24BFNO2Si at a distorted geometry, computed with ωB97M-V with the def2-TZVPD basis set.

Calculated values
- M (g mol⁻¹) = 284.236
- energy above the lowest of the compared OMol25 structures with the same formula, charge and spin (kcal per mole) = 0.0
- total charge = -1
- LUMO energy (eV) = 2.43

Atoms and positions in Å:
C (3.6673, -1.4181, 2.7644)
C (4.0350, -0.1112, 3.4731)
B (4.0777, 1.2208, 2.5295)
O (5.0495, 2.1971, 3.0440)
N (3.2540, 1.4932, 1.4879)
C (2.9697, 0.7484, 0.3273)
C (1.4524, 0.4760, 0.0516)
O (0.5967, 1.1062, 0.9996)
Si (-0.8620, 0.5578, 1.4716)
C (-1.6092, -0.6658, 0.2612)
C (-2.0049, 2.0483, 1.6149)
C (-0.7510, -0.2413, 3.1600)
H (3.6085, -2.2733, 3.4477)
H (2.7076, -1.3179, 2.2495)
H (4.4098, -1.6706, 2.0023)
H (4.9888, -0.2425, 3.9991)
H (3.2865, 0.0721, 4.2576)
H (4.6648, 2.7574, 3.7180)
H (3.3500, 1.2536, -0.5834)
H (3.4448, -0.2533, 0.3100)
H (1.1775, 0.8528, -0.9415)
H (1.2743, -0.6075, 0.0618)
H (-2.6697, -0.7976, 0.4961)
H (-1.5430, -0.3163, -0.7710)
H (-1.1346, -1.6466, 0.3250)
H (-1.4916, 2.9546, 1.2918)
H (-2.8987, 1.9179, 0.9992)
H (-2.3403, 2.1920, 2.6445)
H (-1.7422, -0.3615, 3.6059)
H (-0.1608, 0.4125, 3.8070)
H (-0.2545, -1.2134, 3.1384)
F (-2.3921, -2.2902, -2.5616)
C (-2.8053, -1.5265, -3.5885)
C (-1.9155, -0.6235, -4.1369)
C (-2.3475, 0.1645, -5.1937)
C (-3.6427, 0.0449, -5.6799)
C (-4.5138, -0.8700, -5.1049)
C (-4.0995, -1.6689, -4.0481)
H (-0.9156, -0.5448, -3.7323)
H (-1.6649, 0.8782, -5.6362)
H (-3.9727, 0.6655, -6.5023)
H (-5.5260, -0.9633, -5.4770)
H (-4.7569, -2.3898, -3.5820)


# 5
2 unconnected molecules or ions with the total composition CH8O2Si2 at a distorted geometry, computed with ωB97M-V with the def2-TZVPD basis set.

Calculated values
- M (g mol⁻¹) = 108.245
- energy above the lowest of the compared OMol25 structures with the same formula, charge and spin (kcal per mole) = 82.1
- LUMO energy (eV) = 0.47

Atoms and positions in Å:
C (-3.1626, 1.7437, -0.5441)
O (-2.3102, 2.7335, -0.6959)
O (-2.4321, 0.6706, -0.1475)
Si (0.6425, 0.2982, 1.0000)
Si (0.7223, -1.4068, -0.5245)
H (-1.4434, 2.4769, -0.3774)
H (-3.0764, -0.0392, -0.1054)
H (0.1314, 1.6749, 0.5013)
H (-0.3880, -0.1262, 1.9369)
H (1.8820, 0.9820, 1.4447)
H (-0.3159, -2.3932, -0.9104)
H (1.0403, -0.5079, -1.6898)
H (1.8793, -2.4252, -0.4811)


# 6
A single C22H26N2O3 molecule, computed with ωB97M-V with the def2-TZVPD basis set.

Calculated values
- M (g mol⁻¹) = 366.461
- energy above the lowest of the compared OMol25 structures with the same formula, charge and spin (kcal per mole) = 0.3
- LUMO energy (eV) = 0.68
- SMILES string = O=C(O)[C@H](Cc1ccccc1)NC(=O)N1CCC(Cc2ccccc2)CC1

Atoms and positions in Å:
O (4.5288, 3.2879, 0.5911)
C (3.8586, 3.0533, -0.3752)
O (4.3738, 2.8366, -1.5906)
C (2.3328, 3.1508, -0.4237)
C (1.7691, 3.2214, 1.0149)
C (0.3608, 2.7073, 1.0535)
C (-0.7031, 3.4985, 0.6360)
C (-1.9895, 2.9883, 0.6036)
C (-2.2272, 1.6789, 0.9856)
C (-1.1748, 0.8836, 1.4071)
C (0.1103, 1.3950, 1.4374)
N (1.8240, 2.0258, -1.1826)
C (2.3336, 0.7946, -0.8380)
O (3.3379, 0.7153, -0.1464)
N (1.7032, -0.3011, -1.3304)
C (0.6486, -0.3409, -2.3149)
C (-0.5578, -1.1123, -1.7739)
C (-0.1254, -2.5240, -1.3758)
C (-1.3038, -3.3899, -0.8936)
C (-2.0533, -2.8241, 0.2789)
C (-1.6444, -3.0871, 1.5812)
C (-2.3446, -2.5763, 2.6603)
C (-3.4744, -1.8026, 2.4537)
C (-3.8966, -1.5425, 1.1611)
C (-3.1882, -2.0458, 0.0843)
C (0.9938, -2.4117, -0.3407)
C (2.1592, -1.6138, -0.9241)
H (5.3351, 2.7341, -1.5176)
H (2.0793, 4.0562, -0.9871)
H (2.4098, 2.6104, 1.6516)
H (1.8241, 4.2531, 1.3627)
H (-0.5213, 4.5217, 0.3381)
H (-2.8081, 3.6146, 0.2794)
H (-3.2285, 1.2762, 0.9600)
H (-1.3605, -0.1341, 1.7168)
H (0.9331, 0.7744, 1.7619)
H (0.8441, 2.0895, -1.4099)
H (0.3574, 0.6640, -2.6170)
H (1.0319, -0.8558, -3.2080)
H (-1.3317, -1.1528, -2.5424)
H (-0.9617, -0.5904, -0.9039)
H (0.2857, -3.0179, -2.2658)
H (-0.9133, -4.3753, -0.6286)
H (-1.9959, -3.5160, -1.7295)
H (-0.7757, -3.7063, 1.7528)
H (-2.0111, -2.7877, 3.6659)
H (-4.0242, -1.4086, 3.2954)
H (-4.7854, -0.9519, 0.9912)
H (-3.5276, -1.8419, -0.9214)
H (1.3474, -3.4026, -0.0517)
H (0.6200, -1.9028, 0.5489)
H (2.9515, -1.4739, -0.1877)
H (2.5743, -2.1418, -1.7927)


# 7
A single C4H8N2O2 molecule, computed with ωB97M-V with the def2-TZVPD basis set.

Calculated values
- M (g mol⁻¹) = 116.120
- energy above the lowest of the compared OMol25 structures with the same formula, charge and spin (kcal per mole) = 34.6
- LUMO energy (eV) = 0.65
- SMILES string = NCC(=O)NCC=O

Atoms and positions in Å:
N (-1.5414, -0.4412, -2.1050)
C (-1.1485, -0.0111, -0.7745)
C (-0.4247, -1.0891, -0.0055)
O (-0.6134, -2.2619, -0.2468)
N (0.4328, -0.7059, 0.9911)
C (0.8073, 0.6341, 1.3396)
C (1.9802, 1.2202, 0.5740)
O (2.5413, 2.2073, 0.9657)
H (-2.5217, -0.7090, -2.1104)
H (-1.0599, -1.3048, -2.3509)
H (-2.0592, 0.1969, -0.1950)
H (-0.6180, 0.9332, -0.8426)
H (0.9013, -1.4531, 1.4880)
H (1.0569, 0.7427, 2.3933)
H (-0.0299, 1.3192, 1.2376)
H (2.2968, 0.7225, -0.3587)


# 8
A single C5H7NO2 molecule at a distorted geometry, computed with ωB97M-V with the def2-TZVPD basis set.

Calculated values
- M (g mol⁻¹) = 113.116
- energy above the lowest of the compared OMol25 structures with the same formula, charge and spin (kcal per mole) = 93.3
- LUMO energy (eV) = -0.58
- SMILES string = C/C(C=O)=C(\N)C=O

Atoms and positions in Å:
C (0.4128, 1.9158, -0.1354)
C (0.1728, 0.4689, -0.1705)
C (1.6633, -0.4962, 0.1250)
O (2.3845, -1.0029, -0.6985)
C (-0.8028, -0.4136, -0.2646)
N (-2.1269, -0.3477, 0.0160)
C (-0.0843, -1.7475, -0.0133)
O (-0.5245, -2.5107, 0.8544)
H (0.4470, 2.3092, -1.1536)
H (-0.3967, 2.4177, 0.4051)
H (1.3368, 2.1850, 0.3769)
H (2.1627, 0.0372, 0.9632)
H (-2.5217, -1.2128, 0.3592)
H (-2.5440, 0.5393, 0.2411)
H (0.4210, -2.1415, -0.9047)